DFT (ωB97M-V/def2-TZVPD) results for a single C5H9Br molecule at a distorted geometry.

Its largest force on an atom is 0.1012 Eh/bohr. Its SMILES is CC(C)=C(C)Br.

Each atom is followed by the atoms it is bonded to, with distances in Å.
Atoms and positions in Å:
1 Br -2.8602 -0.1939 0.0595  C4 2.005
2 C -0.8066 1.9022 -0.3227  C4 1.466, H7 1.086, H11 1.154, H13 1.085
3 C 0.0835 -0.4728 0.1930  C4 1.439, C5 1.495, C6 1.454
4 C -0.9719 0.4647 -0.0876  Br1 2.005, C2 1.466, C3 1.439
5 C 1.5190 -0.0713 0.0786  C3 1.495, H8 1.074, H10 1.114, H15 1.134
6 C -0.1131 -1.9114 0.2736  C3 1.454, H9 1.105, H12 1.120, H14 1.137
7 H -0.0713 2.0684 -1.1049  C2 1.086
8 H 2.2131 -0.8882 0.0078  C5 1.074
9 H -1.1874 -2.1543 0.1908  C6 1.105
10 H 1.9612 0.6307 0.8222  C5 1.114
11 H -1.7672 2.4404 -0.6688  C2 1.154
12 H 0.1505 -2.3244 1.2812  C6 1.120
13 H -0.4356 2.3276 0.6035  C2 1.085
14 H 0.4324 -2.4401 -0.5728  C6 1.137
15 H 1.8536 0.6225 -0.7534  C5 1.134

=====

DFT (ωB97M-V/def2-TZVPD) results for a single C3H4O3 molecule.

Its largest force on an atom is 0.0111 Eh/bohr. Its SMILES is O=CC(O)C=O.

Each atom is followed by the atoms it is bonded to, with distances in Å.
Atoms and positions in Å:
1 O 0.9595 0.3432 -1.2309  C5 1.394, H10 0.970
2 O 1.4883 -1.4414 0.7244  C4 1.208
3 O -1.6785 0.9710 1.0222  C6 1.206
4 C 0.3651 -0.9982 0.6999  O2 1.208, C5 1.520, H7 1.103
5 C -0.0976 -0.1073 -0.4409  O1 1.394, C4 1.520, C6 1.526, H8 1.105
6 C -0.9243 1.0619 0.0850  O3 1.206, C5 1.526, H9 1.108
7 H -0.3718 -1.1903 1.4983  C4 1.103
8 H -0.7846 -0.7195 -1.0522  C5 1.105
9 H -0.7834 2.0009 -0.4867  C6 1.108
10 H 1.7779 0.1219 -0.7588  O1 0.970

=====

no.,HOMO level (eV)
1,-8.45
2,-10.22